This record from the Open Molecules 2025 dataset describes a molecular structure, C41H43BrKN6OS2. The level of theory is ωB97M-V with the def2-TZVPD basis set.

The geometry in XYZ format:
```
95
C41H43BrKN6OS2 | the Open Molecules 2025 dataset | ωB97M-V with the def2-TZVPD basis set
K 0.72475 0.87848 0.86871
N 4.69607 2.46740 -1.37947
C 3.64839 1.55335 -1.26158
S 2.13353 2.00933 -1.93164
N 3.97610 0.41989 -0.71009
N 2.91794 -0.36543 -0.32037
C 2.91719 -1.57753 -0.73135
C 3.81751 -2.09138 -1.79409
C 3.88925 -1.40860 -3.00965
C 4.70865 -1.87901 -4.02160
C 5.46909 -3.02702 -3.83281
C 5.40049 -3.70923 -2.62795
C 4.57273 -3.24502 -1.61468
C 1.92651 -2.49824 -0.12490
C 1.44992 -3.60816 -0.82645
C 0.49425 -4.41481 -0.23621
C 0.05076 -4.10234 1.03917
C 0.59209 -2.98754 1.66384
N 1.50687 -2.20574 1.11035
H 4.59988 3.09470 -2.15931
H 5.60700 2.04976 -1.25659
H 3.28895 -0.51517 -3.13953
H 4.75608 -1.34552 -4.96318
H 6.11203 -3.38939 -4.62644
H 5.99166 -4.60479 -2.47505
H 4.51241 -3.77813 -0.67322
H 1.80118 -3.80087 -1.83061
H 0.08941 -5.26433 -0.77344
H -0.70184 -4.69474 1.54235
H 0.27288 -2.70974 2.66293
C -6.41845 0.52074 -3.93102
C -6.18790 1.04136 -2.51071
C -6.38087 2.56485 -2.52894
C -7.25768 0.41652 -1.60301
C -4.79488 0.70035 -1.99041
C -4.42810 1.06462 -0.69583
C -3.17394 0.77326 -0.22130
Br -2.72815 1.32312 1.55132
C -2.14797 0.09209 -0.95559
O -1.02369 -0.15368 -0.43117
C -2.53847 -0.24847 -2.29893
C -3.81942 0.05612 -2.74556
C -1.61321 -0.96955 -3.29326
C -2.20359 -2.35541 -3.61050
C -0.17992 -1.18807 -2.80203
C -1.51379 -0.15909 -4.59825
H -7.43181 0.77220 -4.25611
H -6.30544 -0.56389 -3.98050
H -5.71749 0.96720 -4.63837
H -7.38493 2.82784 -2.87764
H -5.64883 3.03142 -3.18999
H -6.24337 2.98858 -1.53384
H -8.26300 0.65044 -1.96796
H -7.17333 0.78756 -0.58140
H -7.14177 -0.66824 -1.57180
H -5.12086 1.58804 -0.04659
H -4.06806 -0.23617 -3.75803
H -2.24880 -2.96039 -2.70254
H -1.57545 -2.87723 -4.33977
H -3.21393 -2.28245 -4.01851
H -0.16502 -1.79799 -1.90394
H 0.32771 -0.25370 -2.56721
H 0.38124 -1.70158 -3.59282
H -2.47753 -0.04802 -5.09829
H -0.83103 -0.65756 -5.29280
H -1.11794 0.83600 -4.39121
N 1.00768 2.72198 4.50112
C 1.94203 2.88280 3.51755
C 2.48993 4.21757 3.56252
C 2.09448 5.26452 4.42753
C 2.69844 6.50726 4.37140
C 3.71668 6.76968 3.46177
C 4.12136 5.75561 2.58959
C 3.52345 4.51670 2.63563
H 1.30445 5.09281 5.14850
H 2.36684 7.28963 5.04704
H 4.18182 7.74841 3.42398
H 4.90343 5.94560 1.86283
H 3.81351 3.72973 1.94979
C 0.82544 -2.90113 6.80000
C 0.68109 -1.93063 5.66226
C -0.56314 -1.55042 5.18368
C -0.63796 -0.65462 4.12462
N 0.42834 -0.12735 3.53728
C 1.62394 -0.48109 4.00060
C 1.79672 -1.37318 5.04593
H -0.13230 -3.07728 7.28940
H 1.52621 -2.52421 7.54649
H 1.20702 -3.86162 6.44572
H -1.47348 -1.92439 5.63576
H -1.60002 -0.34533 3.73241
H 2.47055 -0.00520 3.51945
H 2.79768 -1.61759 5.38147
S -0.76541 2.25031 6.61454
C 0.25919 2.55037 5.38856
```

As for the HOMO energy (spin up / spin down): -0.925 / -2.009 eV. The value obtained for the total energy is -5962.30530 Ha. The spin multiplicity is 2. As for the total charge: -2. The LUMO energy (spin up / spin down) is 3.96 / 3.96 eV. The value obtained for the largest force on an atom is 0.014 hartree/bohr. Its expectation value of S² is 0.783. The calculation puts the HOMO-LUMO gap (spin up / spin down) at 4.89 / 5.97 eV. For the relative energy (zero: lowest compared OMol25 entry of this formula, charge and spin), the calculation gives 0.0 kcal/mol.